{
  "formula": "C34H74O22P2",
  "method": "ωB97M-V/def2-TZVPD",
  "elements": ["C", "O", "P", "O", "O", "C", "O", "C", "H", "H", "H", "H", "H", "H", "H", "H", "H", "C", "O", "P", "O", "O", "C", "O", "C", "H", "H", "H", "H", "H", "H", "H", "H", "H", "C", "C", "O", "C", "C", "O", "H", "H", "H", "H", "H", "H", "H", "H", "C", "C", "O", "C", "C", "O", "H", "H", "H", "H", "H", "H", "H", "H", "C", "C", "O", "C", "C", "O", "H", "H", "H", "H", "H", "H", "H", "H", "C", "C", "O", "C", "C", "O", "H", "H", "H", "H", "H", "H", "H", "H", "C", "C", "O", "C", "C", "O", "H", "H", "H", "H", "H", "H", "H", "H", "C", "C", "O", "C", "C", "O", "H", "H", "H", "H", "H", "H", "H", "H", "C", "C", "O", "C", "C", "O", "H", "H", "H", "H", "H", "H", "H", "H"],
  "xyz": [[-1.35320, 0.44506, 6.72527], [-2.27463, -0.13441, 5.83837], [-2.93727, 0.58256, 4.49070], [-1.99820, 1.65222, 3.99009], [-3.47788, -0.54078, 3.50736], [-3.94963, -0.22393, 2.21504], [-4.30201, 1.20062, 5.00623], [-4.26217, 2.38297, 5.81630], [-1.97276, 1.10764, 7.32963], [-0.58754, 1.05021, 6.23983], [-0.86769, -0.25071, 7.40959], [-3.39573, -1.01611, 1.71131], [-3.56230, 0.72014, 1.83188], [-5.03738, -0.24715, 2.14885], [-4.81756, 2.02115, 6.68159], [-4.77803, 3.20712, 5.32359], [-3.29809, 2.73365, 6.18464], [0.29567, -0.36446, 1.77800], [0.89429, -0.35539, 0.51031], [0.09708, -0.01204, -0.85068], [0.72857, 0.72514, -1.98811], [-1.36274, 0.52220, -0.55442], [-1.55131, 1.90242, -0.28427], [-0.28754, -1.50320, -1.29735], [-1.13385, -2.37199, -0.60026], [-0.74925, -0.10269, 1.61150], [0.77512, 0.40453, 2.38370], [0.49085, -1.29349, 2.31365], [-0.71737, 2.45424, -0.71801], [-1.59872, 2.25409, 0.74635], [-2.42073, 2.19960, -0.87071], [-0.74035, -3.38834, -0.61686], [-2.13694, -2.46212, -1.01715], [-1.25095, -2.04602, 0.43325], [-4.41670, -4.03556, -0.65847], [-4.60933, -4.98610, 0.55795], [-3.60335, -4.77722, 1.53000], [-3.67869, -5.34622, 2.77453], [-2.59246, -4.93536, 3.79574], [-4.66199, -6.03768, 3.05242], [-4.12727, -3.04191, -0.31644], [-5.42346, -4.00394, -1.07505], [-3.75954, -4.31522, -1.48190], [-5.60884, -4.71032, 0.89413], [-4.66902, -6.02504, 0.23369], [-2.21672, -3.92706, 3.62182], [-1.69248, -5.54463, 3.71251], [-3.07364, -4.84956, 4.77001], [4.22302, -1.75183, -4.35523], [3.30791, -1.15013, -3.35932], [2.94829, -2.15281, -2.49302], [3.70759, -2.31495, -1.42546], [3.29611, -3.44611, -0.53673], [4.69332, -1.62003, -1.12269], [5.19759, -1.72190, -3.86797], [4.35414, -1.11437, -5.22962], [3.84629, -2.72581, -4.66752], [3.71668, -0.24015, -2.92006], [2.38732, -0.77309, -3.80480], [2.57126, -3.10221, 0.20112], [4.16239, -3.77274, 0.03856], [2.67907, -4.23597, -0.96508], [-2.74243, -1.11811, -8.44548], [-3.36790, -0.40850, -7.15400], [-2.91408, -0.98023, -5.99469], [-3.39355, -0.51876, -4.80037], [-2.74766, -1.20156, -3.66961], [-4.07338, 0.52266, -4.59628], [-3.57400, -1.12239, -9.15016], [-2.40010, -2.14113, -8.28944], [-2.01424, -0.48575, -8.95337], [-2.97784, 0.60740, -7.21641], [-4.44678, -0.48538, -7.28895], [-2.08754, -0.45897, -3.22139], [-2.23719, -2.11097, -3.98665], [-3.40951, -1.39955, -2.82649], [2.54789, 3.89011, -4.40961], [2.01408, 2.40678, -4.47337], [0.74684, 2.13989, -5.00434], [-0.36800, 2.65764, -4.49807], [-1.43917, 2.52030, -5.55546], [-0.53219, 3.32632, -3.50093], [3.59198, 3.90466, -4.09695], [2.00644, 4.51250, -3.69717], [2.50828, 4.34378, -5.39992], [2.70365, 1.81259, -5.07298], [1.98595, 1.94594, -3.48598], [-2.36968, 2.26539, -5.04825], [-1.15766, 1.85393, -6.37082], [-1.46306, 3.51476, -6.00110], [6.11887, 3.59959, 4.71994], [6.16374, 3.02004, 3.35998], [5.04653, 2.12299, 3.05301], [5.15838, 1.34604, 1.97906], [3.95162, 0.35693, 1.88356], [6.08589, 1.42068, 1.17297], [5.65101, 4.58101, 4.64238], [7.14827, 3.72083, 5.05720], [5.51277, 3.06724, 5.45298], [6.25266, 3.82116, 2.62622], [7.10254, 2.47956, 3.23897], [3.97600, -0.33368, 2.72651], [3.90997, -0.08357, 0.88741], [3.01533, 0.89579, 2.02881], [-1.77191, 5.20884, 1.55019], [-1.90537, 5.25662, -0.02547], [-0.82962, 6.03334, -0.62797], [-0.77798, 7.30113, -0.44382], [0.37142, 7.96869, -1.11781], [-1.64046, 7.90343, 0.22850], [-2.29333, 6.03279, 2.03735], [-0.74300, 5.36481, 1.87439], [-2.13647, 4.21393, 1.80583], [-1.81060, 4.30635, -0.55092], [-2.91615, 5.60793, -0.23284], [0.54926, 8.83511, -0.48079], [0.20954, 8.27082, -2.15251], [1.27797, 7.36415, -1.08973], [4.72140, -4.26823, 3.79786], [3.34723, -3.77846, 3.32513], [2.78288, -4.75565, 2.40503], [1.43274, -4.60285, 2.34423], [0.89768, -5.56959, 1.36571], [0.70439, -3.84329, 2.99408], [4.71331, -5.24091, 4.28973], [5.01593, -3.57192, 4.58303], [5.37836, -4.34766, 2.93172], [2.68847, -3.78175, 4.19353], [3.44509, -2.79388, 2.86784], [1.26666, -6.56999, 1.59187], [1.29693, -5.51776, 0.35279], [-0.17454, -5.42867, 1.22934]],
  "forces_ev_per_a": [[-0.212, 1.631, 0.481], [-1.556, -1.287, -2.876], [2.296, 2.043, 1.392], [-1.302, -1.933, 0.086], [0.857, 0.529, 2.861], [0.994, -0.381, -0.953], [0.503, -0.062, -0.628], [-0.889, -0.358, 1.028], [0.424, 0.255, 0.430], [-0.060, -0.119, -0.281], [-0.318, -0.536, -0.492], [-0.933, 0.043, -1.150], [-0.059, 0.183, 0.253], [0.175, -0.254, 0.080], [-0.177, 0.749, 0.248], [0.038, -0.207, -0.074], [0.283, -0.355, -0.564], [-0.256, 0.859, 0.915], [0.531, 0.897, -2.086], [0.313, -1.489, -2.073], [-0.076, -1.081, 2.396], [0.005, -0.269, 1.543], [0.323, 1.378, -1.210], [0.399, 0.548, -1.115], [-0.440, -0.397, 0.885], [-0.150, -0.319, 0.865], [-0.211, 0.242, 0.013], [-0.397, -0.308, -0.421], [0.088, 0.075, -0.202], [-0.288, -0.891, 0.333], [-0.146, 0.032, 0.346], [0.353, 0.100, 0.048], [0.087, 0.490, -0.352], [-0.001, -0.236, 0.151], [-0.319, -0.452, 0.534], [-0.455, 0.380, -1.200], [1.444, 0.258, 0.944], [-2.593, -0.560, 0.121], [-0.542, 0.748, -1.141], [2.185, 1.042, -0.259], [-0.198, 0.026, 0.046], [0.048, 0.378, -0.269], [0.277, -0.388, 0.365], [0.174, -0.197, 0.808], [0.218, -0.089, 0.168], [-0.149, 0.085, -0.519], [-0.332, -0.374, 0.385], [0.233, -0.801, 0.002], [0.993, 0.731, -0.622], [-0.896, 2.241, -1.866], [-0.678, -0.950, 1.888], [2.286, 0.834, 1.464], [-0.732, -0.095, 0.641], [-2.173, -1.189, -1.000], [0.218, -0.926, -0.219], [-0.239, 0.020, -0.138], [0.406, -0.037, 0.066], [0.293, -0.400, 0.616], [-0.260, -0.357, -0.104], [0.109, 0.726, 0.218], [-0.143, -0.282, -0.305], [0.705, -0.178, -0.638], [-1.191, 0.800, 0.670], [0.822, 0.300, -3.329], [-0.482, -0.743, 2.467], [-0.921, 3.605, 0.397], [0.229, -0.648, 0.757], [1.516, -3.397, -1.713], [-0.006, -0.402, -0.150], [0.064, 0.192, 0.109], [0.424, -0.234, 0.454], [-0.724, 0.298, 0.198], [-0.004, 0.344, 0.565], [0.548, -0.147, -0.263], [0.172, 0.197, 0.238], [-0.450, -0.158, -0.367], [-0.830, -0.909, -0.244], [1.584, 0.456, 1.663], [-0.137, 0.379, -0.757], [-0.790, 1.048, -0.650], [0.034, -0.033, 0.422], [0.796, -0.812, -0.212], [0.013, -0.353, -0.014], [-0.209, -0.155, -0.118], [-0.094, 0.072, -0.022], [-0.077, 0.077, -0.146], [0.414, 0.300, 0.252], [-0.152, 0.113, -0.474], [-0.120, -0.264, 0.343], [-0.443, 0.121, 0.076], [-0.831, 0.910, 0.658], [0.730, -1.052, -1.387], [0.427, 0.848, 0.892], [0.615, -0.680, -1.844], [0.571, 1.247, -0.039], [-1.725, -0.199, 1.569], [0.105, 0.172, 0.308], [-0.181, 0.051, 0.275], [0.308, -0.392, -0.091], [-0.479, -0.132, -0.255], [-0.223, -0.475, -0.129], [0.309, -0.298, -0.267], [0.316, -0.322, 0.310], [0.107, 0.332, -0.028], [0.188, -0.065, -1.584], [0.355, 0.404, 1.315], [-0.395, -2.434, -0.540], [-2.607, 2.617, 1.434], [0.764, 0.487, 0.721], [1.848, -0.864, -1.299], [-0.457, -0.315, -0.258], [0.182, -0.534, -0.218], [0.011, 0.212, 0.688], [0.202, 0.058, 0.487], [0.284, 0.617, -0.423], [0.132, 0.274, -0.422], [-0.366, -0.065, 0.158], [-0.162, -0.220, -0.051], [-0.699, 0.036, -0.334], [0.896, -1.388, 1.089], [-1.006, 1.706, 0.851], [-0.917, 0.431, 0.139], [-0.391, -0.615, -1.226], [2.101, -1.136, -1.065], [-0.419, -0.110, -0.169], [0.586, 0.196, -0.375], [0.402, 0.340, 0.332], [-0.060, 0.548, -0.159], [-0.320, -0.098, -0.144], [-0.666, -0.204, 0.568], [0.397, 0.821, 0.009], [-0.001, -0.524, 0.482]],
  "multiplicity": 1,
  "e_lumo_ev": 0.40,
  "molar_mass_g_mol": 896.89,
  "relative_energy_kcal_mol": 3.7,
  "e_homo_ha": -0.3632,
  "smiles": "COP(=O)(OC)OC.COP(=O)(OC)OC.CCOC(C)=O.CCOC(C)=O.CCOC(C)=O.CCOC(C)=O.CCOC(C)=O.CCOC(C)=O.CCOC(C)=O"
}